# 1
{"formula": "H20O10", "method": "ωB97M-V/def2-TZVPD", "elements": ["H", "H", "H", "H", "H", "H", "H", "H", "H", "H", "H", "H", "H", "H", "H", "H", "H", "H", "H", "H", "O", "O", "O", "O", "O", "O", "O", "O", "O", "O"], "xyz": [[-0.13, 0.22, -0.01], [1.23, 0.88, -0.15], [0.47, -2.86, -2.26], [0.27, -4.34, -2.57], [-0.52, 0.36, 3.53], [-1.79, -0.02, 2.77], [4.61, 2.26, -2.32], [3.22, 1.90, -1.82], [-0.32, 2.21, 0.82], [-1.39, 2.69, -0.15], [-1.71, 0.89, -3.60], [-1.02, 1.20, -2.28], [-3.35, -2.27, 2.14], [-2.19, -1.70, 1.35], [0.44, 4.00, 2.30], [1.40, 2.91, 2.75], [-2.11, -0.47, -1.69], [-3.09, -1.13, -2.64], [3.38, -3.10, 2.65], [2.12, -3.16, 1.80], [0.81, 0.01, -0.08], [0.81, -3.57, -2.81], [-1.35, -0.13, 3.62], [3.69, 2.55, -2.35], [-1.23, 2.04, 0.55], [-0.84, 0.92, -3.19], [-2.52, -1.79, 2.25], [0.72, 3.10, 2.09], [-2.67, -0.29, -2.46], [3.07, -3.32, 1.77]], "lumo_energy_ev": -0.3, "energy_ev": -20798.349, "e_homo_ha": -0.3855, "e_above_lowest_kcal_mol": 98.3, "smiles": "O.O.O.O.O.O.O.O.O.O"}

# 2
{"formula": "C3H7N2O3P", "method": "ωB97M-V/def2-TZVPD", "elements": ["C", "C", "C", "N", "N", "O", "O", "O", "P", "H", "H", "H", "H", "H", "H", "H"], "xyz": [[-2.00, -1.99, 0.91], [1.96, 2.09, 0.05], [1.08, 1.49, -1.01], [-2.78, -2.89, 1.19], [0.06, 0.60, -0.48], [-0.30, -3.32, -0.77], [-1.07, 0.93, -0.21], [0.38, -0.64, -0.32], [-0.95, -2.00, -0.71], [-1.87, -1.18, 1.57], [2.79, 1.48, 0.33], [2.60, 3.05, -0.17], [1.36, 2.28, 0.97], [0.42, 2.14, -1.71], [1.77, 0.73, -1.58], [-3.45, -2.76, 1.95]], "lumo_energy_ev": [-1.5, -1.5], "energy_ev": -21630.633, "e_homo_ha": [-0.2840, -0.2840], "e_above_lowest_kcal_mol": 129.1}

# 3
{"formula": "C2H3NO3", "method": "ωB97M-V/def2-TZVPD", "elements": ["C", "C", "H", "H", "H", "N", "O", "O", "O"], "xyz": [[0.13, 0.37, -0.05], [1.54, -0.31, 0.02], [-1.72, 1.07, -0.05], [-0.97, -1.43, 0.12], [1.67, -1.40, -0.32], [-0.99, -0.44, -0.17], [-2.11, 0.18, 0.32], [-0.10, 1.57, -0.10], [2.54, 0.39, 0.24]], "lumo_energy_ev": -0.8, "energy_ev": -9752.287, "e_homo_ha": -0.3622, "e_above_lowest_kcal_mol": 87.7, "smiles": "O=CC(=O)NO"}

# 4
{"formula": "C22H23F2N3O6S", "method": "ωB97M-V/def2-TZVPD", "elements": ["O", "C", "N", "C", "O", "N", "H", "C", "C", "C", "C", "C", "C", "H", "H", "H", "H", "H", "H", "H", "H", "H", "H", "H", "H", "C", "H", "H", "O", "C", "O", "C", "C", "C", "C", "C", "C", "H", "H", "H", "N", "S", "O", "O", "C", "C", "C", "C", "C", "C", "H", "F", "F", "H", "H", "H", "H"], "xyz": [[-1.70, -2.57, -1.54], [-0.65, -2.22, -1.04], [-0.53, -1.28, -0.08], [-1.54, -0.45, 0.49], [-1.21, 0.41, 1.27], [-2.78, -0.72, 0.08], [-2.91, -1.46, -0.60], [-3.93, 0.03, 0.53], [-4.95, -0.91, 1.18], [-6.18, -0.13, 1.64], [-6.81, 0.61, 0.47], [-5.80, 1.55, -0.17], [-4.57, 0.77, -0.64], [-3.85, 1.45, -1.09], [-4.87, 0.05, -1.41], [-6.26, 2.06, -1.02], [-5.49, 2.30, 0.55], [-7.68, 1.18, 0.82], [-7.16, -0.11, -0.27], [-6.90, -0.82, 2.09], [-5.88, 0.58, 2.41], [-4.49, -1.43, 2.02], [-5.25, -1.67, 0.45], [-3.57, 0.75, 1.27], [0.40, -1.09, 0.28], [0.66, -2.87, -1.47], [0.70, -2.87, -2.56], [0.65, -3.92, -1.15], [1.79, -2.21, -0.93], [2.95, -2.91, -0.97], [3.01, -4.03, -1.42], [4.10, -2.17, -0.41], [3.97, -0.87, 0.08], [5.07, -0.22, 0.62], [6.31, -0.87, 0.64], [6.43, -2.15, 0.13], [5.33, -2.81, -0.39], [5.40, -3.81, -0.78], [7.39, -2.64, 0.15], [7.16, -0.37, 1.05], [4.94, 1.07, 1.10], [3.52, 1.63, 1.81], [3.93, 2.74, 2.61], [2.80, 0.55, 2.42], [2.60, 2.22, 0.39], [1.24, 2.01, 0.32], [0.53, 2.49, -0.76], [1.19, 3.17, -1.76], [2.56, 3.39, -1.68], [3.28, 2.92, -0.59], [4.34, 3.09, -0.52], [3.20, 4.06, -2.65], [0.51, 3.63, -2.82], [-0.54, 2.33, -0.84], [0.73, 1.47, 1.11], [5.76, 1.46, 1.54], [3.01, -0.37, 0.06]], "lumo_energy_ev": 0.0, "energy_ev": -56214.730, "e_homo_ha": -0.3376, "e_above_lowest_kcal_mol": 31.7, "smiles": "O=C(COC(=O)c1cccc(NS(=O)(=O)c2ccc(F)c(F)c2)c1)NC(=O)NC1CCCCC1"}

# 5
{"formula": "C31H65N7O9", "method": "ωB97M-V/def2-TZVPD", "elements": ["C", "C", "O", "C", "H", "H", "H", "H", "H", "H", "C", "C", "O", "C", "H", "H", "H", "H", "H", "H", "C", "C", "O", "C", "H", "H", "H", "H", "H", "H", "C", "C", "O", "N", "C", "H", "H", "H", "H", "H", "H", "H", "C", "C", "O", "N", "C", "H", "H", "H", "H", "H", "H", "H", "C", "C", "O", "N", "C", "H", "H", "H", "H", "H", "H", "H", "C", "C", "O", "N", "C", "H", "H", "H", "H", "H", "H", "H", "C", "C", "O", "N", "C", "H", "H", "H", "H", "H", "H", "H", "C", "C", "O", "N", "C", "H", "H", "H", "H", "H", "H", "H", "N", "C", "C", "C", "C", "H", "H", "H", "H", "H"], "xyz": [[3.28, 0.37, 2.38], [4.11, -0.88, 2.31], [4.49, -1.37, 3.38], [4.44, -1.51, 0.92], [2.23, 0.12, 2.19], [3.63, 1.15, 1.71], [3.35, 0.82, 3.37], [5.30, -1.08, 0.40], [3.52, -1.62, 0.35], [4.76, -2.52, 1.17], [5.70, -0.01, -4.21], [5.15, -0.13, -2.79], [5.69, -0.80, -1.94], [3.80, 0.48, -2.46], [6.59, 0.62, -4.31], [4.92, 0.51, -4.76], [5.91, -0.99, -4.63], [3.19, 0.54, -3.37], [4.09, 1.52, -2.26], [3.20, 0.05, -1.67], [-4.24, -5.51, -3.01], [-3.06, -4.69, -2.59], [-3.01, -3.44, -2.63], [-1.89, -5.40, -1.97], [-3.92, -5.99, -3.93], [-5.18, -5.01, -3.24], [-4.49, -6.24, -2.23], [-1.78, -5.08, -0.93], [-0.96, -5.10, -2.46], [-2.01, -6.48, -2.01], [-3.91, 5.31, 2.85], [-2.75, 4.35, 2.61], [-1.99, 3.97, 3.49], [-2.68, 3.88, 1.31], [-1.89, 2.79, 0.75], [-4.73, 4.87, 2.28], [-3.85, 6.25, 2.30], [-4.05, 5.39, 3.93], [-3.11, 4.41, 0.56], [-1.47, 3.19, -0.17], [-2.54, 1.94, 0.53], [-1.16, 2.42, 1.47], [1.21, 3.10, 3.51], [0.66, 2.10, 4.53], [1.40, 1.39, 5.22], [-0.63, 2.15, 4.80], [-1.32, 1.68, 5.95], [0.76, 4.06, 3.73], [1.02, 2.90, 2.45], [2.29, 3.20, 3.54], [-1.16, 2.83, 4.27], [-2.39, 1.84, 5.86], [-0.94, 2.13, 6.87], [-1.25, 0.59, 6.05], [1.86, 4.28, -0.54], [3.28, 4.36, 0.05], [3.66, 3.62, 0.93], [3.98, 5.40, -0.41], [5.22, 5.78, 0.20], [1.54, 5.22, -0.99], [1.15, 3.98, 0.23], [1.91, 3.55, -1.35], [3.44, 6.06, -0.96], [5.72, 5.10, 0.89], [5.06, 6.64, 0.85], [6.02, 6.06, -0.49], [2.67, -1.41, -6.40], [1.34, -1.27, -5.74], [0.80, -0.18, -5.65], [0.64, -2.35, -5.43], [-0.74, -2.30, -4.95], [2.66, -2.33, -6.97], [3.52, -1.52, -5.72], [2.90, -0.57, -7.07], [1.26, -3.08, -5.10], [-1.19, -1.37, -4.60], [-0.88, -3.05, -4.18], [-1.40, -2.59, -5.77], [-4.21, -3.84, 0.82], [-2.82, -3.70, 1.40], [-2.25, -2.68, 1.65], [-2.15, -4.85, 1.47], [-0.86, -5.01, 2.08], [-4.86, -3.21, 1.41], [-4.64, -4.84, 0.82], [-4.14, -3.53, -0.23], [-2.71, -5.61, 1.10], [-0.61, -6.07, 2.07], [-0.80, -4.68, 3.12], [-0.17, -4.35, 1.55], [-4.66, -0.29, -0.02], [-4.61, 0.12, 1.44], [-5.51, 0.73, 2.02], [-3.50, -0.20, 2.08], [-3.12, 0.22, 3.41], [-3.87, -0.99, -0.30], [-4.53, 0.54, -0.72], [-5.65, -0.61, -0.32], [-2.97, -0.84, 1.51], [-2.05, 0.20, 3.58], [-3.59, -0.46, 4.13], [-3.32, 1.28, 3.55], [-0.59, -0.92, -0.03], [-0.30, -1.46, -1.24], [0.51, -0.49, -1.90], [0.78, 0.49, -1.02], [0.22, 0.18, 0.20], [-1.09, -1.35, 0.73], [-0.86, -2.29, -1.64], [0.64, -0.70, -2.95], [1.33, 1.39, -1.24], [0.20, 0.70, 1.14]], "lumo_energy_ev": 0.1, "energy_ev": -62059.333, "e_homo_ha": -0.2908, "e_above_lowest_kcal_mol": 0.0, "smiles": "c1cc[nH]c1.CNC(C)=O.CNC(C)=O.CNC(C)=O.CNC(C)=O.CNC(C)=O.CNC(C)=O.CC(C)=O.CC(C)=O.CC(C)=O"}

# 6
{"formula": "C3H5NO3", "method": "ωB97M-V/def2-TZVPD", "elements": ["C", "C", "C", "H", "H", "H", "H", "H", "N", "O", "O", "O"], "xyz": [[-0.78, 1.41, 0.03], [0.22, 0.32, -0.24], [-0.88, -1.52, -0.07], [-1.58, 0.85, 0.63], [-0.48, 2.12, 0.93], [-1.03, 1.89, -1.01], [-1.55, -2.45, -0.50], [3.11, -0.27, 0.34], [1.49, 0.33, 0.00], [-0.32, -0.84, -1.14], [-0.42, -1.09, 1.09], [2.22, -0.75, -0.06]], "lumo_energy_ev": 0.7, "energy_ev": -10819.509, "e_homo_ha": -0.3241, "e_above_lowest_kcal_mol": 142.5, "smiles": "C/C(=N/O)OC=O"}

# 7
{"formula": "C38H44N5OReTe", "method": "ωB97M-V/def2-TZVPD", "elements": ["Re", "C", "C", "C", "C", "C", "C", "C", "C", "C", "C", "N", "C", "C", "C", "C", "C", "N", "H", "H", "H", "H", "H", "H", "H", "H", "H", "H", "H", "H", "H", "H", "H", "H", "H", "N", "N", "H", "H", "H", "H", "C", "C", "C", "C", "C", "C", "Te", "N", "C", "O", "C", "C", "C", "C", "C", "C", "C", "C", "C", "C", "C", "C", "C", "C", "C", "C", "H", "H", "H", "H", "H", "H", "H", "H", "H", "H", "H", "H", "H", "H", "H", "H", "H", "H", "H", "H", "H", "H", "H"], "xyz": [[1.38, 0.92, -1.04], [-2.08, 0.80, -1.29], [-1.22, 0.87, -2.54], [-1.07, 2.27, -3.05], [-1.85, 2.69, -4.12], [-1.72, 3.98, -4.62], [-0.77, 4.83, -4.08], [0.04, 4.45, -3.01], [1.11, 5.41, -2.58], [0.57, 6.67, -1.91], [-0.17, 3.17, -2.46], [0.57, 2.72, -1.33], [0.90, 3.62, -0.37], [1.91, 3.29, 0.50], [2.61, 3.96, 1.54], [3.62, 3.12, 1.92], [3.51, 1.94, 1.14], [2.49, 2.03, 0.30], [-2.27, -0.23, -0.98], [-3.05, 1.26, -1.49], [-1.62, 1.34, -0.46], [-1.63, 0.24, -3.33], [-0.21, 0.41, -2.37], [-2.55, 2.00, -4.57], [-2.33, 4.30, -5.45], [-0.63, 5.81, -4.52], [1.66, 5.70, -3.49], [1.86, 4.93, -1.94], [-0.11, 7.21, -2.57], [1.38, 7.35, -1.64], [0.01, 6.44, -1.00], [0.39, 4.57, -0.33], [2.39, 4.94, 1.92], [4.36, 3.30, 2.68], [4.10, 1.04, 1.22], [2.98, 0.65, -2.40], [3.08, -0.34, -1.34], [2.91, 0.21, -3.32], [3.80, 1.26, -2.38], [3.90, -0.20, -0.77], [3.07, -1.31, -1.67], [-5.90, -4.10, 0.96], [-4.54, -3.56, 0.64], [-3.96, -2.56, 1.41], [-2.70, -2.04, 1.14], [-2.19, -0.95, 2.02], [-2.01, -2.56, 0.05], [-0.07, -2.03, -0.62], [0.58, -0.32, 0.30], [1.44, -0.56, 1.42], [2.33, -1.39, 1.33], [1.24, 0.29, 2.61], [0.38, 1.38, 2.63], [0.28, 2.16, 3.78], [1.03, 1.84, 4.90], [1.88, 0.74, 4.89], [2.00, -0.02, 3.75], [1.05, -3.64, 0.13], [1.77, -4.30, -0.87], [2.49, -5.44, -0.55], [2.47, -5.91, 0.75], [1.74, -5.25, 1.72], [1.01, -4.10, 1.44], [0.22, -3.43, 2.52], [-2.57, -3.56, -0.77], [-1.85, -4.16, -1.95], [-3.82, -4.05, -0.45], [-6.34, -3.59, 1.81], [-5.84, -5.17, 1.20], [-6.56, -3.99, 0.11], [-4.51, -2.16, 2.26], [-1.98, -1.32, 3.02], [-2.95, -0.18, 2.12], [-1.29, -0.48, 1.62], [-0.20, 1.64, 1.76], [-0.38, 3.01, 3.79], [0.94, 2.44, 5.79], [2.46, 0.49, 5.77], [2.67, -0.87, 3.71], [1.76, -3.94, -1.89], [3.06, -5.96, -1.32], [3.03, -6.80, 1.01], [1.74, -5.63, 2.74], [0.78, -3.44, 3.45], [-0.72, -3.96, 2.68], [-0.02, -2.39, 2.28], [-1.54, -3.41, -2.68], [-2.51, -4.84, -2.47], [-0.97, -4.73, -1.65], [-4.26, -4.82, -1.07]], "lumo_energy_ev": [-6.1, -6.1], "energy_ev": -59025.842, "e_homo_ha": [-0.4764, -0.4764], "e_above_lowest_kcal_mol": 0.0, "charge": 2}

# 8
{"formula": "C13H31FNO7PSSi2", "method": "ωB97M-V/def2-TZVPD", "elements": ["C", "O", "C", "C", "C", "C", "C", "C", "C", "Si", "C", "C", "C", "S", "O", "O", "O", "O", "Si", "F", "C", "C", "O", "P", "N", "O", "H", "H", "H", "H", "H", "H", "H", "H", "H", "H", "H", "H", "H", "H", "H", "H", "H", "H", "H", "H", "H", "H", "H", "H", "H", "H", "H", "H", "H", "H", "H"], "xyz": [[-2.30, 0.40, 3.02], [-2.15, 1.82, 2.76], [-2.64, 2.13, 1.42], [-2.36, 3.67, 1.11], [-1.17, 3.90, 0.03], [0.24, 3.57, 0.74], [1.10, 2.44, -0.07], [0.91, 1.06, 0.70], [2.15, 0.01, 0.49], [1.57, -1.24, -0.83], [1.36, -0.23, -2.48], [-0.07, -0.43, -3.17], [-1.12, 0.65, -2.59], [-2.89, 0.24, -2.99], [-3.05, -1.08, -3.70], [-3.45, 1.35, -3.84], [-3.69, 0.20, -1.50], [2.69, -2.51, -1.20], [3.83, -2.82, 0.06], [4.64, -4.28, -0.39], [3.07, -3.14, 1.78], [2.85, -4.68, 2.14], [3.84, -5.40, 2.39], [-0.38, -2.18, -0.39], [-0.46, -2.81, 1.25], [-0.48, -3.60, -1.40], [-1.65, 0.16, 3.92], [-3.40, 0.14, 3.25], [-1.96, -0.17, 2.09], [-3.75, 1.84, 1.38], [-2.12, 1.49, 0.63], [-3.34, 4.13, 0.72], [-2.08, 4.28, 2.04], [-1.38, 3.30, -0.91], [-1.16, 5.03, -0.16], [0.91, 4.50, 0.81], [0.01, 3.25, 1.81], [2.17, 2.81, -0.14], [0.66, 2.45, -1.13], [0.88, 1.30, 1.83], [-0.10, 0.54, 0.49], [2.32, -0.44, 1.53], [3.08, 0.55, 0.10], [2.17, -0.60, -3.22], [1.55, 0.88, -2.34], [-0.46, -1.49, -3.18], [0.07, -0.14, -4.28], [-0.82, 1.65, -3.06], [-1.05, 0.79, -1.47], [-4.19, -0.65, -1.44], [4.90, -1.80, 0.10], [2.09, -2.60, 1.99], [3.82, -2.74, 2.55], [1.79, -5.11, 2.22], [0.24, -3.58, 1.37], [-1.37, -3.32, 1.31], [0.16, -3.52, -2.15]], "lumo_energy_ev": 0.1, "energy_ev": -68403.703, "e_homo_ha": -0.3247}

# 9
{"formula": "C21H35FNiP2", "method": "ωB97M-V/def2-TZVPD", "elements": ["P", "P", "C", "C", "H", "H", "H", "H", "C", "H", "H", "H", "C", "H", "H", "H", "C", "H", "H", "H", "C", "H", "H", "H", "Ni", "C", "C", "C", "C", "C", "C", "C", "C", "C", "H", "H", "H", "H", "H", "H", "H", "H", "H", "H", "H", "H", "H", "H", "H", "F", "C", "C", "C", "C", "C", "C", "H", "H", "H", "H"], "xyz": [[1.73, 2.32, 1.00], [0.31, 1.34, -1.88], [2.73, 1.49, -0.38], [2.24, 2.19, -1.60], [2.39, 0.45, -0.37], [3.78, 1.54, -0.10], [2.05, 3.25, -1.33], [2.84, 2.08, -2.50], [1.07, 0.10, -2.92], [0.31, -0.40, -3.55], [1.62, -0.59, -2.26], [1.76, 0.68, -3.56], [-0.87, 2.04, -3.09], [-0.44, 1.86, -4.09], [-1.08, 3.10, -2.94], [-1.81, 1.46, -2.98], [2.48, 1.49, 2.36], [2.14, 1.86, 3.32], [3.55, 1.72, 2.26], [2.37, 0.40, 2.30], [2.45, 3.98, 1.14], [2.22, 4.56, 0.23], [3.52, 3.81, 1.27], [2.02, 4.47, 2.02], [0.14, 2.31, -0.12], [0.57, -2.60, -1.00], [1.56, -3.52, -1.01], [1.72, -4.62, -0.05], [0.89, -4.44, 1.25], [1.47, -3.33, 2.02], [1.08, -2.06, 2.14], [-0.11, -1.50, 1.32], [-0.45, -2.23, 0.01], [-1.28, 2.74, 1.99], [0.29, -2.18, -2.00], [2.33, -3.53, -1.81], [2.77, -4.75, 0.27], [1.37, -5.53, -0.52], [-0.19, -4.35, 1.10], [1.02, -5.40, 1.77], [2.29, -3.61, 2.63], [1.41, -1.40, 3.00], [0.03, -0.41, 1.22], [-1.01, -1.66, 1.95], [-1.15, -3.06, 0.22], [-0.99, -1.41, -0.51], [-1.85, 3.40, 1.38], [-0.40, 3.11, 2.59], [-1.92, 2.01, 2.54], [-5.87, -1.53, -1.28], [-5.13, -0.54, -0.65], [-5.36, 0.78, -1.00], [-4.48, 1.80, -0.48], [-3.66, 1.41, 0.55], [-3.29, 0.11, 0.78], [-4.10, -0.91, 0.21], [-6.13, 1.05, -1.73], [-4.56, 2.79, -0.89], [-2.43, -0.19, 1.36], [-3.94, -1.96, 0.43]], "lumo_energy_ev": [0.5, 0.1], "energy_ev": -84672.931, "e_homo_ha": [-0.2288, -0.2398], "e_above_lowest_kcal_mol": 2.2, "s_squared": 2.03, "multiplicity": 3}